18
Properties=species:S:1:pos:R:3:forces:R:3 method="wB97M-V/def2-TZVPD" e_lumo_ha="0.0305 / -0.0609" e_tot_ev=-13851.6289 fmax_ev_per_a=3.94 s_squared=2.018 charge=0 e_homo_ev="-4.184 / -9.414" spin_multiplicity=3 de_lowest_kj_mol=322.8
C -0.77460 0.75493 1.06971 1.633 -0.510 0.088
C 0.42866 -0.06583 0.87670 1.929 1.011 -0.656
C -1.45520 -1.46092 0.03401 -0.353 0.439 1.471
C -0.14865 0.39108 -0.47901 1.005 -0.881 1.549
C -1.76493 -0.00142 0.35348 -3.038 -2.017 -1.494
C -0.00712 -1.08828 -0.12749 -0.874 0.950 -1.064
C 1.79875 0.14225 1.41859 -0.229 -0.123 0.167
C 0.21890 1.33197 -1.55223 0.099 0.166 -0.055
F -2.93417 0.50736 -0.02060 -0.788 0.656 -0.263
F 0.88891 -1.89931 -0.73717 0.237 0.169 0.447
H -1.69562 -2.16061 0.83790 0.153 -0.241 -0.116
H -1.91216 -1.77259 -0.90175 -0.110 0.149 -0.108
H 2.14216 1.15445 1.21468 0.083 0.093 0.016
H 2.49890 -0.56696 0.98078 0.006 0.004 -0.016
H 1.77859 0.00028 2.49766 0.170 -0.004 0.165
H -0.07598 0.94318 -2.52670 -0.001 0.035 0.019
H 1.29554 1.50611 -1.55064 0.061 0.065 -0.081
H -0.28199 2.28432 -1.38795 0.018 0.039 -0.069